Record 1
Molecular formula: C45H50GaN2P3SeSi
Method: DFT, ωB97M-V with the def2-TZVPD basis set

ORCA input file:
```
! wB97M-V def2-TZVPD RIJCOSX def2/J DEFGRID3
* xyz 2 1
Ga 0.85361 -1.69560 -0.56305
N 1.22071 -2.41780 1.63105
C 2.54451 -2.10610 2.07035
C 2.91521 -1.96940 3.38405
C 4.26251 -1.74260 3.71325
C 5.22461 -1.68000 2.73955
C 4.86411 -1.76960 1.37675
C 5.77711 -1.68140 0.30605
C 5.30441 -1.71820 -0.98295
C 3.92831 -1.82690 -1.21585
N 3.05571 -1.96060 -0.23965
C 3.49771 -1.95240 1.04045
H 1.16921 -3.42960 1.47175
H 0.54481 -2.19520 2.36455
H 2.17131 -2.05060 4.16685
H 4.52971 -1.64050 4.75345
H 6.26841 -1.57070 2.99575
H 6.83281 -1.58900 0.51675
H 5.97271 -1.64780 -1.82565
H 3.52451 -1.79860 -2.22535
C -0.90089 -5.25830 0.56215
P -0.82009 -3.73170 -0.44985
C -1.10549 -4.37250 -2.13685
C -2.37139 -2.85190 -0.12225
C -2.71159 -1.82060 -0.99725
C -3.91239 -1.15390 -0.83555
C -4.74379 -1.46540 0.22845
C -4.37139 -2.44010 1.13925
C -3.19249 -3.14300 0.96085
H -1.84849 -5.76100 0.37425
H -0.81869 -5.03310 1.62395
H -0.08419 -5.91550 0.26475
H -2.07709 -4.86290 -2.18575
H -0.32159 -5.08720 -2.38445
H -1.06149 -3.54050 -2.84025
H -2.04239 -1.56210 -1.81355
H -4.19969 -0.39420 -1.54605
H -5.67999 -0.94450 0.35225
H -4.99919 -2.66270 1.98695
H -2.92349 -3.91590 1.66475
C -1.72039 1.39140 -0.13055
P -0.22459 0.43250 0.37515
C -0.29919 0.38370 2.18805
C 0.46611 1.12610 3.07905
C 0.30871 0.91920 4.44105
C -0.59899 -0.01590 4.91345
C -1.38119 -0.74380 4.02785
C -1.22159 -0.54870 2.66955
C 1.24791 1.32300 -0.17645
C 2.46081 1.16910 0.49205
C 3.62091 1.69050 -0.05425
C 3.58911 2.32000 -1.28815
C 2.38921 2.44760 -1.96845
C 1.22441 1.94100 -1.42445
P -1.46269 3.24800 -0.45125
C -3.15729 3.90010 -0.22765
C -4.34109 3.19860 -0.41285
C -5.55749 3.85360 -0.30075
C -5.60459 5.20870 -0.02245
C -4.42539 5.91990 0.13865
C -3.21149 5.27140 0.02825
C -0.78559 3.73270 1.17915
C 0.50951 4.23830 1.21565
C 1.06121 4.66010 2.41345
C 0.31381 4.58870 3.57815
C -0.98389 4.09960 3.54385
C -1.53559 3.67570 2.34965
H -2.47109 1.22060 0.64755
H -2.08839 0.97150 -1.07275
H 1.14511 1.88620 2.72205
H 0.89601 1.49880 5.13785
H -0.71629 -0.16170 5.97535
H -2.11479 -1.44280 4.40235
H -1.83159 -1.10270 1.96385
H 2.50061 0.65900 1.44795
H 4.55081 1.60140 0.48855
H 4.50171 2.68930 -1.72885
H 2.35621 2.93300 -2.92995
H 0.29791 2.00540 -1.97625
H -4.32829 2.14370 -0.64615
H -6.47769 3.30460 -0.43595
H -6.55529 5.71340 0.06105
H -4.45419 6.97930 0.34675
H -2.28929 5.82550 0.14375
H 1.07481 4.31920 0.29665
H 2.06631 5.05810 2.43415
H 0.73621 4.93430 4.51005
H -1.56999 4.06520 4.45055
H -2.55919 3.32930 2.32285
C 1.77881 -0.05650 -5.94625
Si 0.90041 -1.68730 -5.53735
C 1.88001 -3.31710 -5.60735
C -0.98409 -1.76680 -5.77395
Se 0.79811 -1.22670 -2.77095
H 1.83351 0.11530 -7.01775
H 2.79251 -0.04310 -5.55245
H 1.24131 0.77510 -5.49525
H 2.04551 -3.60770 -6.64145
H 1.35071 -4.13320 -5.11975
H 2.85601 -3.22740 -5.13545
H -1.25679 -1.64070 -6.81815
H -1.46179 -0.97080 -5.20605
H -1.40089 -2.71470 -5.43885
*
```

Computed properties:
energy above the lowest of the compared OMol25 structures with the same formula, charge and spin	16.1	kcal per mole
LUMO energy	-5.46	eV
Kohn-Sham gap	0.248	Eh


Record 2
Molecular formula: C45H53BiClN6O6S2Si
Method: DFT, ωB97M-V with the def2-TZVPD basis set

ORCA input file:
```
! wB97M-V def2-TZVPD RIJCOSX def2/J DEFGRID3
* xyz 1 1
Bi -0.55349 0.43994 -0.13864
C 4.47169 1.57178 0.00729
C 3.20254 1.39215 -0.55859
N 2.04704 1.71541 0.07310
C 2.19100 2.25863 1.28821
C 3.50188 2.38505 1.86387
N 4.62023 2.06129 1.24286
C 0.99369 2.49287 2.14796
C 1.09611 2.93609 3.43456
C -0.10201 3.26116 4.17094
C -1.32121 2.87034 3.58961
C -1.35401 2.56858 2.23349
N -0.22144 2.35568 1.48894
C -2.54491 2.72082 1.36966
C -3.66977 3.45188 1.77315
N -4.66966 3.78512 0.97273
C -4.72401 3.13200 -0.20523
C -3.58491 2.43923 -0.70691
N -2.48104 2.26878 0.08772
C -0.09864 4.07820 5.40807
C -1.28098 4.44436 6.06678
C -1.17236 5.00220 7.35655
N -0.02689 5.07434 8.09231
C 1.05473 4.64674 7.44865
C 1.09607 4.28240 6.11387
H 5.36571 1.19552 -0.42439
H 3.19094 1.16620 -1.65818
H 3.69044 2.73109 2.91136
H 2.05825 3.10645 3.94060
H -2.22854 2.93855 4.19651
H -3.62459 3.77034 2.87744
H -5.63577 3.21264 -0.73803
H -3.59144 2.07464 -1.67937
H -2.30672 4.25689 5.63778
H -2.05540 5.39190 7.86163
H 1.89260 4.66552 8.12736
H 2.09126 3.88529 5.76075
Cl -4.48378 -5.72826 2.52294
C -3.87085 -4.36111 1.57763
C -3.39558 -4.59810 0.20018
C -2.70108 -3.58224 -0.42503
C -2.55419 -2.29983 0.16108
O -2.09526 -1.33466 -0.58877
C -2.95705 -2.11397 1.54957
C -2.64672 -1.03548 2.41147
O -1.86268 -0.03612 2.20073
C -3.79156 -3.12925 2.14047
H -3.63166 -5.53456 -0.23712
H -2.36761 -3.77702 -1.45913
H -3.09559 -1.06178 3.39505
H -4.23204 -2.90270 3.12104
C 2.78508 -2.65182 -3.16682
C 1.27320 -2.98630 -3.14322
C 0.82117 -3.77311 -4.35906
C 0.92634 -3.76836 -1.85542
O 0.38278 -1.78082 -3.13015
Si 0.22190 -0.39833 -3.98264
S -0.47364 1.17298 -2.63468
O 1.59804 -0.01981 -4.66270
C 2.03890 0.72649 -5.90263
C 1.47028 -0.12943 -7.04674
C 3.56077 0.72622 -5.79262
C 1.51693 2.14191 -5.79973
O -0.84974 -0.43903 -5.19410
C -2.29090 -0.63076 -5.50003
C -2.86776 0.73253 -5.85232
C -3.06935 -1.08525 -4.23070
C -2.32961 -1.69132 -6.58293
H 3.40823 -3.54267 -2.88381
H 3.09569 -1.89531 -2.39349
H 3.22611 -2.40760 -4.13369
H 1.14558 -4.85789 -4.38351
H 1.13818 -3.21512 -5.31054
H -0.26531 -3.68120 -4.35396
H 1.51305 -4.71939 -1.84784
H -0.12360 -4.06010 -1.84326
H 1.09817 -3.29923 -0.93329
H 2.25969 -0.84695 -7.25416
H 1.34139 0.47531 -7.97001
H 0.56307 -0.62954 -6.78682
H 3.98902 -0.34133 -5.81205
H 3.83037 1.19593 -4.84151
H 4.06929 1.25783 -6.61516
H 0.36877 2.16038 -5.88046
H 1.99723 2.78386 -6.55011
H 1.78182 2.50313 -4.78330
H -2.92166 1.36200 -4.96881
H -3.84791 0.47931 -6.21922
H -2.28100 1.24948 -6.57957
H -3.52150 -0.29635 -3.64613
H -2.28715 -1.46670 -3.57847
H -3.86652 -1.80512 -4.43673
H -1.64889 -1.49329 -7.41881
H -3.39586 -1.74431 -6.99691
H -2.17938 -2.66225 -6.10523
C 1.03438 -0.59596 8.05391
C 1.23902 -0.87160 6.59919
C 2.13097 -1.89418 6.24963
C 2.28216 -2.27953 4.92993
C 1.63782 -1.62441 3.85387
C 0.76233 -0.56312 4.23555
C 0.58398 -0.17195 5.56559
S 1.56058 -2.21601 2.09064
C 3.36872 -2.38589 1.65645
O 1.06162 -0.99888 1.28978
H 0.66946 -1.50378 8.58588
H 0.22528 0.14056 8.11001
H 1.92287 -0.18815 8.58313
H 2.58712 -2.48509 7.03861
H 2.86618 -3.12961 4.67972
H 0.10144 -0.06844 3.48716
H -0.05414 0.70459 5.74832
H 3.97009 -3.16605 2.11758
H 3.79498 -1.47101 1.96666
H 3.42313 -2.41512 0.51723
*
```

Computed properties:
energy above the lowest of the compared OMol25 structures with the same formula, charge and spin	11.9	kcal per mole
LUMO energy	-3.86	eV
Kohn-Sham gap	0.230	Eh